(1)
Density functional theory data (ωB97M-V with the def2-TZVPD basis set) for C12H15BeF9N5O21 as an isolated structure.

Each line ends with the natural charge from an NBO analysis.
Geometry (Å):
Be  0.541  0.357  0.300  1.64
N  3.400  1.921  1.893  0.72
O  3.128  2.514  2.939  -0.51
O  2.518  1.669  1.004  -0.65
O  4.556  1.547  1.653  -0.50
N  -0.851  2.211  2.524  0.71
O  0.220  1.963  3.059  -0.40
O  -1.588  3.095  2.987  -0.55
O  -1.243  1.497  1.537  -0.66
N  2.108  -0.934  3.120  0.72
O  3.240  -1.249  2.777  -0.45
O  1.841  -0.679  4.308  -0.54
O  1.169  -0.916  2.263  -0.66
N  2.220  -2.598  -0.810  0.72
O  2.315  -3.135  -1.935  -0.56
O  3.110  -2.754  0.017  -0.45
O  1.182  -1.930  -0.514  -0.64
N  3.206  0.390  -2.116  0.71
O  2.077  0.794  -1.677  -0.65
O  4.176  0.424  -1.370  -0.45
O  3.289  0.017  -3.295  -0.54
C  -1.061  -3.972  4.248  -0.64
C  -1.072  -3.130  2.973  -0.11
O  -2.331  -2.419  2.949  -0.50
C  -2.568  -1.615  1.927  0.69
O  -1.682  -1.221  1.234  -0.52
C  -4.034  -1.146  1.849  0.90
F  -4.815  -2.038  1.190  -0.34
F  -4.569  -0.937  3.044  -0.31
F  -4.088  -0.044  1.114  -0.29
H  -0.557  -3.325  4.967  0.23
H  -0.618  -4.963  4.230  0.21
H  -2.082  -4.063  4.627  0.20
H  -0.957  -3.641  2.014  0.19
H  -0.318  -2.334  2.959  0.28
C  3.419  3.394  -2.580  -0.63
C  2.626  3.735  -1.327  -0.12
O  1.411  4.434  -1.642  -0.49
C  0.283  3.810  -1.352  0.71
O  0.193  2.716  -0.906  -0.53
C  -0.968  4.663  -1.631  0.90
F  -1.277  5.243  -0.450  -0.32
F  -0.784  5.598  -2.562  -0.32
F  -2.020  3.927  -1.974  -0.31
H  3.073  2.585  -3.220  0.24
H  4.424  3.145  -2.235  0.23
H  3.515  4.352  -3.109  0.16
H  3.292  4.411  -0.791  0.17
H  2.479  2.805  -0.772  0.30
C  -1.270  -3.470  -3.339  -0.63
C  -1.658  -2.968  -1.924  -0.12
O  -2.647  -1.948  -2.007  -0.49
C  -2.220  -0.692  -1.989  0.70
O  -1.070  -0.405  -1.882  -0.53
C  -3.315  0.378  -2.020  0.90
F  -3.108  1.214  -1.022  -0.27
F  -3.235  1.069  -3.168  -0.32
F  -4.559  -0.117  -1.978  -0.32
H  -1.945  -4.269  -3.687  0.17
H  -0.250  -3.837  -3.373  0.25
H  -1.532  -2.741  -4.109  0.21
H  -0.673  -2.607  -1.614  0.29
H  -2.048  -3.780  -1.321  0.18

Results
HOMO in Ha: 0.003
ΔE to the lowest compared entry with this formula, charge and spin in kcal/mol: 6.03
E_tot in a.u.: -3232.99549
Kohn-Sham gap in eV: 5.9
Total charge: -3

---

(2)
Density functional theory data (ωB97M-V with the def2-TZVPD basis set) for C12H15CuN5O as an isolated structure.

Each line ends with the natural charge from an NBO analysis.
Geometry (Å):
Cu  0.002  -0.970  1.609  0.85
N  0.014  -3.175  -0.680  -0.56
C  1.300  -2.786  -0.324  0.40
C  2.357  -3.414  -1.000  -0.27
C  3.647  -3.078  -0.677  -0.12
C  3.879  -2.121  0.312  -0.28
C  2.791  -1.554  0.920  0.08
N  1.514  -1.871  0.617  -0.60
C  -1.266  -2.763  -0.340  0.40
C  -2.323  -3.372  -1.037  -0.27
C  -3.613  -3.021  -0.737  -0.12
C  -3.850  -2.065  0.253  -0.28
C  -2.765  -1.517  0.883  0.08
N  -1.485  -1.849  0.603  -0.60
H  0.012  -3.884  -1.395  0.41
H  2.148  -4.153  -1.762  0.23
H  4.473  -3.555  -1.187  0.24
H  4.879  -1.831  0.597  0.24
H  2.908  -0.808  1.696  0.21
H  -2.111  -4.109  -1.800  0.23
H  -4.436  -3.483  -1.265  0.24
H  -4.850  -1.762  0.523  0.24
H  -2.889  -0.775  1.660  0.21
C  -0.265  3.527  4.645  -0.43
N  0.035  2.137  4.361  -0.60
C  -0.112  1.540  3.168  0.80
N  -0.587  2.282  2.144  -0.82
O  0.176  0.334  3.034  -0.77
H  -0.061  3.716  5.694  0.24
H  -1.317  3.755  4.462  0.21
H  0.363  4.200  4.058  0.20
H  0.372  1.535  5.093  0.42
H  -0.748  3.270  2.222  0.41
H  -0.622  1.861  1.233  0.41

Results
HOMO in Ha: -0.410
ΔE to the lowest compared entry with this formula, charge and spin in kcal/mol: 0.00
E_tot in a.u.: -2455.66989
Kohn-Sham gap in eV: 8.9
Total charge: +1

---

(3)
Density functional theory data (ωB97M-V with the def2-TZVPD basis set) for a 3-piece molecular cluster, C12H15F6NO9 overall.

Each line ends with the natural charge from an NBO analysis.
Geometry (Å):
O  -1.264  -1.744  -1.595  -0.21
N  -1.556  -0.669  -1.919  0.37
O  -2.087  0.085  -0.825  -0.42
C  -3.334  0.640  -1.320  -0.12
C  -4.447  -0.139  -0.630  0.04
C  -5.753  0.064  -1.492  -0.10
O  -6.287  -1.270  -1.387  -0.52
C  -5.123  -1.985  -1.600  0.98
O  -4.900  -2.705  -2.429  -0.49
O  -4.281  -1.545  -0.595  -0.50
H  -3.428  1.702  -1.094  0.21
H  -3.359  0.537  -2.402  0.20
H  -4.685  0.185  0.377  0.20
H  -5.455  0.119  -2.540  0.18
H  -6.378  0.853  -1.110  0.22
C  2.125  2.210  0.172  -0.64
C  0.982  2.591  1.087  -0.08
O  0.696  4.003  1.008  -0.47
C  -0.070  4.378  -0.006  0.69
O  -0.525  3.653  -0.842  -0.55
C  -0.335  5.888  0.067  0.90
F  0.783  6.575  0.347  -0.31
F  -1.235  6.161  1.030  -0.31
F  -0.820  6.350  -1.087  -0.30
H  3.005  2.819  0.387  0.21
H  2.379  1.170  0.299  0.23
H  1.865  2.378  -0.874  0.22
H  1.251  2.396  2.123  0.20
H  0.085  2.011  0.868  0.20
C  5.083  -4.912  0.953  -0.64
C  3.945  -4.529  1.875  -0.08
O  3.692  -3.113  1.823  -0.48
C  2.936  -2.691  0.815  0.69
O  2.457  -3.371  -0.041  -0.53
C  2.723  -1.176  0.931  0.90
F  3.861  -0.530  1.231  -0.31
F  1.838  -0.884  1.901  -0.31
F  2.251  -0.658  -0.212  -0.30
H  5.974  -4.326  1.183  0.22
H  5.320  -5.970  1.060  0.22
H  4.827  -4.718  -0.088  0.22
H  4.208  -4.749  2.907  0.20
H  3.037  -5.085  1.644  0.20

Results
HOMO in Ha: -0.383
E_tot in a.u.: -1797.26578
Kohn-Sham gap in eV: 10.6
Total charge: 0
SMILES: O=NOC[C@H]1COC(=O)O1.CCOC(=O)C(F)(F)F.CCOC(=O)C(F)(F)F

---

(4)
Density functional theory data (ωB97M-V with the def2-TZVPD basis set) for a 2-piece molecular cluster, C12H15IS overall.

Each line ends with the natural charge from an NBO analysis.
Geometry (Å):
C  -1.631  -2.364  -1.941  -0.53
C  -1.540  -3.505  -2.534  0.39
C  1.893  -0.532  0.125  -0.46
C  1.624  0.707  1.066  -0.41
C  0.820  -0.487  -0.875  -0.36
C  -1.703  -1.302  -1.274  0.48
C  -0.346  0.034  -0.075  0.47
C  0.117  0.646  1.209  -0.22
C  -1.661  -0.229  -0.506  -0.28
C  1.089  0.398  -2.094  -0.58
C  -0.333  2.073  1.606  -0.60
C  -2.878  0.477  -0.148  -0.64
S  -0.499  -0.561  2.486  0.03
I  2.491  -3.710  0.988  -0.80
H  2.907  -0.566  -0.224  0.24
H  1.804  -1.405  0.796  0.27
H  2.185  0.628  1.906  0.24
H  1.959  1.521  0.515  0.20
H  0.641  -1.444  -1.428  0.28
H  2.045  0.168  -2.482  0.24
H  1.168  1.437  -1.796  0.20
H  0.410  0.289  -2.922  0.22
H  -1.135  2.076  2.337  0.22
H  -0.645  2.644  0.721  0.22
H  0.495  2.532  2.066  0.23
H  -2.823  1.544  -0.003  0.25
H  -3.253  0.275  0.941  0.25
H  -3.679  0.261  -0.782  0.24
H  0.477  -1.605  2.321  0.22

Results
HOMO (alpha / beta) in Ha: -0.252 / -0.242
ΔE to the lowest compared entry with this formula, charge and spin in kcal/mol: 83.96
E_tot in a.u.: -1161.81481
Kohn-Sham gap (alpha / beta) in eV: 3.6 / 3.0
Total charge: 0

---

(5)
Density functional theory data (ωB97M-V with the def2-TZVPD basis set) for a 2-piece molecular cluster, C12H15N2O overall.

Each line ends with the natural charge from an NBO analysis.
Geometry (Å):
C  4.012  -1.203  0.600  -0.04
C  4.245  -0.099  -0.218  -0.24
C  2.761  -1.403  1.186  -0.23
C  3.238  0.803  -0.464  -0.06
C  1.741  -0.512  0.967  -0.07
C  1.952  0.611  0.117  -0.19
C  0.947  1.488  -0.152  0.39
C  -1.928  0.843  1.570  0.81
C  0.052  2.349  -0.462  -0.25
C  -0.919  2.312  -1.606  -0.62
C  -1.784  -2.021  -0.483  -0.40
C  -3.904  -0.992  0.180  -0.42
N  -1.800  -0.113  0.858  -0.42
N  -2.487  -0.831  -0.061  -0.27
O  -1.808  1.732  2.302  -0.51
H  4.812  -1.902  0.794  0.24
H  5.220  0.050  -0.653  0.25
H  2.603  -2.254  1.830  0.25
H  3.403  1.667  -1.090  0.24
H  0.772  -0.635  1.426  0.25
H  -0.037  3.227  0.176  0.31
H  -0.559  2.961  -2.406  0.25
H  -1.884  2.690  -1.282  0.25
H  -1.027  1.304  -1.996  0.24
H  -1.935  -2.861  0.204  0.18
H  -2.153  -2.304  -1.467  0.22
H  -0.719  -1.810  -0.555  0.20
H  -4.324  -1.550  -0.653  0.22
H  -4.112  -1.535  1.109  0.19
H  -4.378  -0.012  0.229  0.21

Results
HOMO in Ha: -0.411
ΔE to the lowest compared entry with this formula, charge and spin in kcal/mol: 84.01
E_tot in a.u.: -650.63643
Kohn-Sham gap in eV: 5.3
Total charge: +1

---

(6)
Density functional theory data (ωB97M-V with the def2-TZVPD basis set) for C12H15N2O as an isolated structure.

Each line ends with the natural charge from an NBO analysis.
Geometry (Å):
C  0.271  -3.364  -0.383  -0.29
C  -0.933  -2.803  0.016  0.04
C  1.212  -2.245  -0.281  0.04
C  -2.586  1.611  -0.123  0.13
C  -3.044  -0.509  0.274  0.12
C  -1.371  0.805  -0.187  -0.10
C  -1.682  -0.515  0.101  0.00
C  0.055  1.440  -0.221  -0.35
C  1.069  0.597  0.505  0.45
C  0.470  1.758  -1.693  -0.60
C  0.931  0.595  2.007  -0.70
C  2.425  0.658  -0.087  -0.72
N  -0.751  -1.498  0.157  -0.15
N  0.530  -1.180  -0.041  -0.17
O  -3.595  0.742  0.190  -0.35
H  0.538  -4.388  -0.428  0.26
H  -1.961  -3.027  0.149  0.24
H  2.241  -2.213  -0.635  0.25
H  -2.754  2.621  -0.143  0.22
H  -3.682  -1.324  0.469  0.21
H  -0.111  2.465  0.141  0.27
H  -0.294  2.313  -2.045  0.22
H  0.644  0.882  -2.330  0.21
H  1.415  2.457  -1.829  0.22
H  0.802  1.644  2.247  0.26
H  1.907  0.158  2.331  0.24
H  0.011  0.123  2.405  0.26
H  2.997  -0.126  0.413  0.24
H  2.863  1.641  0.282  0.28
H  2.383  0.682  -1.264  0.27

Results
HOMO in Ha: -0.448
ΔE to the lowest compared entry with this formula, charge and spin in kcal/mol: 74.84
E_tot in a.u.: -650.65103
Kohn-Sham gap in eV: 8.9
Total charge: +1

---

(7)
Density functional theory data (ωB97M-V with the def2-TZVPD basis set) for a 2-piece molecular cluster, C12H15N2O5S overall.

Each line ends with the natural charge from an NBO analysis.
Geometry (Å):
N  -1.004  -3.102  1.863  -0.54
C  -2.239  -3.296  1.626  0.13
C  -3.395  -2.517  2.430  -0.53
C  -3.471  -1.086  1.753  0.31
C  -2.449  -0.108  2.204  -0.22
C  -2.424  1.237  1.586  0.01
C  -1.365  2.298  2.035  0.76
O  -1.331  2.612  3.186  -0.46
O  -0.486  2.785  1.042  -0.63
S  0.493  1.417  0.682  0.33
C  -3.451  1.498  0.519  -0.23
C  -4.424  0.453  0.175  0.08
N  -4.415  -0.813  0.783  -0.47
H  -0.874  -2.426  2.629  0.33
H  -2.623  -3.980  0.815  0.20
H  -4.383  -3.053  2.387  0.25
H  -3.143  -2.400  3.522  0.26
H  -1.706  -0.377  2.997  0.27
H  -0.220  0.636  -0.222  0.14
H  -3.491  2.480  -0.009  0.28
H  -5.209  0.610  -0.611  0.26
H  -5.077  -1.552  0.527  0.46
C  5.538  1.768  -1.966  -0.63
C  4.628  0.563  -2.031  0.06
C  4.438  0.007  -3.412  -0.10
O  3.160  -0.623  -3.307  -0.48
C  2.473  0.051  -2.351  0.98
O  1.306  -0.089  -2.132  -0.61
O  3.284  0.909  -1.675  -0.49
H  5.442  2.269  -1.001  0.23
H  6.580  1.477  -2.111  0.23
H  5.276  2.503  -2.730  0.22
H  4.970  -0.204  -1.328  0.19
H  5.207  -0.718  -3.683  0.21
H  4.384  0.774  -4.191  0.19

Results
HOMO in Ha: -0.462
ΔE to the lowest compared entry with this formula, charge and spin in kcal/mol: 0.00
E_tot in a.u.: -1349.83545
Kohn-Sham gap in eV: 7.6
Total charge: +1

---

(8)
Density functional theory data (ωB97M-V with the def2-TZVPD basis set) for C12H15N7PdS as an isolated structure.

Each line ends with the natural charge from an NBO analysis.
Geometry (Å):
Pd  -0.327  0.251  0.260  0.93
C  -2.245  -2.154  -3.080  -0.69
C  -1.492  -1.224  -2.190  0.32
N  -1.417  -1.325  -0.906  -0.27
N  -1.967  -2.308  -0.162  -0.41
C  -1.622  -2.458  1.144  0.32
N  -2.173  -3.451  1.834  -0.72
S  -0.473  -1.460  1.901  -0.02
C  -0.701  -0.129  -2.787  0.11
C  -0.717  0.138  -4.156  -0.18
C  0.153  1.082  -4.679  -0.12
C  1.022  1.740  -3.825  -0.20
C  0.964  1.450  -2.467  0.08
N  0.126  0.555  -1.965  -0.46
H  -2.697  -2.987  -2.548  0.23
H  -1.576  -2.563  -3.836  0.28
H  -3.043  -1.618  -3.594  0.27
H  -2.581  -2.996  -0.601  0.41
H  -2.850  -4.091  1.447  0.43
H  -1.885  -3.593  2.792  0.45
H  -1.402  -0.377  -4.809  0.25
H  0.158  1.284  -5.739  0.26
H  1.728  2.462  -4.197  0.26
H  1.622  1.945  -1.759  0.23
N  -3.318  4.751  1.236  -0.75
C  -2.130  4.163  1.279  0.38
C  -1.898  2.875  0.709  -0.05
N  -0.704  2.328  0.762  -0.44
C  0.301  2.960  1.370  -0.08
C  0.070  4.218  1.934  0.07
N  -1.106  4.781  1.867  -0.40
H  -4.107  4.316  0.790  0.41
H  -3.435  5.666  1.643  0.43
H  -2.700  2.329  0.224  0.21
H  1.277  2.484  1.407  0.22
H  0.854  4.771  2.437  0.23

Results
HOMO (alpha / beta) in Ha: -0.524 / -0.524
ΔE to the lowest compared entry with this formula, charge and spin in kcal/mol: 47.59
E_tot in a.u.: -1375.08414
Kohn-Sham gap (alpha / beta) in eV: 5.6 / 5.6
Total charge: +2

---

E_tot of number 4 (C12H15IS)?
-1161.81481 a.u.